14
Properties=species:S:1:pos:R:3:nbo_charge:R:1 method="wB97M-V/def2-TZVPD" spin_multiplicity=1 relative_energy_ev=6.692 homo_lumo_gap_ev=8.931
C 1.6311 0.0518 -0.0490 -0.671
C 0.3457 0.9571 -0.1797 -0.175
C 0.6852 2.1313 -0.7864 -0.390
C -1.5138 -0.7748 0.3200 -0.398
C -2.0745 -1.9869 0.6982 -0.393
H 2.2515 0.3093 -1.1039 0.237
H 2.0412 0.7657 1.1519 0.243
H 1.2313 -1.2471 0.1778 0.244
H 0.1453 3.1036 -0.8136 0.225
H 1.6778 1.9615 -1.5984 0.194
H -1.0498 -0.8046 -0.7188 0.214
H -2.2248 -2.0183 1.6332 0.159
H -2.1466 -3.0973 0.1356 0.222
S -0.9996 0.6487 1.1332 0.289

=====

14
Properties=species:S:1:pos:R:3:mulliken_spin:R:1 method="wB97M-V/def2-TZVPD" s2=2.06 spin_multiplicity=3 relative_energy_ev=5.082 homo_lumo_gap_ev="8.196 / 6.756"
C -2.4412 0.3853 0.3754 0.471
C 1.6590 -1.5633 1.0195 0.021
C -1.0939 0.1508 0.3758 -0.178
C -0.0978 0.8018 -0.3087 1.311
C 0.8885 1.7418 -2.5478 0.256
S -0.3097 1.8282 -1.5228 0.044
H -2.8926 -0.1648 1.2315 0.013
H -2.7283 1.1705 -0.2811 0.019
H 2.4425 -1.7750 1.7971 0.003
H 1.2420 -0.5656 1.0848 -0.006
H -0.6960 -0.7644 0.9381 0.033
H 0.9849 2.5125 -3.3179 0.015
H 2.2166 -1.5469 0.0610 -0.003
H 0.8260 -2.2108 1.0952 0.001